A structure of composition C50H43N2O2SW. Source: OMol25; level of theory: ωB97M-V with the def2-TZVPD basis set.

```
99
Properties=species:S:1:pos:R:3:forces:R:3:mulliken_charge:R:1
W -0.27001 0.33900 0.03390 0.41 0.60 -0.54 -0.22
O 1.39761 0.90414 0.13233 -0.18 -0.74 -0.01 0.21
C 2.48120 1.31684 1.12257 0.10 0.16 0.13 1.67
C 1.61495 2.04204 2.16649 -0.02 -0.06 -0.07 -2.07
C 0.67199 1.12280 2.90018 0.01 -0.01 -0.04 0.56
C 0.68762 1.12051 4.27833 0.01 0.00 0.02 -0.59
C -0.05237 0.18642 4.98325 0.00 -0.01 -0.01 -1.15
C -0.75686 -0.77224 4.27695 0.00 0.02 0.03 -0.90
C -0.78423 -0.73655 2.89763 -0.04 0.01 -0.03 -0.06
C -1.49571 -1.87876 2.20394 0.04 0.00 0.02 -0.81
C -1.88976 -1.70348 0.75035 -0.02 -0.02 0.00 2.06
O -0.58365 -1.45995 0.08218 0.09 0.13 0.21 -0.31
C -2.54685 -2.93178 0.17471 -0.01 -0.01 0.01 -0.88
C -1.79878 -3.89747 -0.48511 0.02 -0.03 0.04 -0.21
C -2.42311 -5.04432 -0.95785 0.01 0.00 0.00 -0.78
C -3.78336 -5.22829 -0.76282 0.00 0.01 0.01 -0.70
C -4.52792 -4.26378 -0.09470 0.00 -0.01 -0.01 -0.87
C -3.91331 -3.11269 0.37048 0.00 0.03 -0.03 -0.35
C -2.67525 -0.41315 0.48818 -0.24 -0.13 0.00 0.01
C -3.04833 -0.15515 -0.84889 0.07 -0.14 -0.05 0.31
C -3.94889 0.84968 -1.15095 0.01 0.03 0.02 -0.72
C -4.53431 1.57910 -0.12218 -0.01 0.00 -0.01 -0.66
C -4.22178 1.30389 1.20678 0.00 0.01 -0.01 -0.99
C -3.30663 0.31655 1.51318 0.03 0.02 -0.01 -0.73
N -0.13018 0.24898 2.20602 -0.04 0.07 0.03 0.95
C 3.38381 2.26178 0.37551 -0.03 0.00 -0.01 0.00
C 4.76215 2.08779 0.39895 0.01 -0.01 -0.02 -0.31
C 5.58416 3.00041 -0.25062 0.00 0.01 0.00 -1.07
C 5.03396 4.07267 -0.93314 0.01 -0.01 0.00 -0.63
C 3.65363 4.24152 -0.96936 -0.02 0.00 0.00 -1.08
C 2.83105 3.34502 -0.31206 0.01 0.02 0.01 0.01
C 3.11740 0.03321 1.59822 -0.02 0.03 0.04 -0.08
C 3.65519 -0.03812 2.88074 -0.02 0.01 -0.03 -0.21
C 4.29789 -1.19234 3.30501 0.00 -0.02 0.00 -0.99
C 4.40037 -2.28540 2.45647 0.01 0.01 0.00 -0.71
C 3.87648 -2.21332 1.17324 0.00 0.01 0.00 -0.86
C 3.24588 -1.05553 0.74122 0.01 -0.05 -0.04 0.07
H 1.08956 2.85021 1.65554 -0.02 0.02 0.02 0.71
H 2.27334 2.51728 2.89106 0.02 -0.01 0.01 0.80
H 1.30826 1.83811 4.79661 0.00 0.00 0.00 0.63
H -0.04734 0.18057 6.06565 0.00 0.00 0.00 0.51
H -1.28975 -1.55996 4.79217 0.00 0.00 0.00 0.63
H -2.39136 -2.14199 2.76899 0.00 0.00 0.00 0.62
H -0.84297 -2.75613 2.26041 0.00 0.00 0.00 0.69
H -0.73269 -3.76928 -0.62180 0.00 0.00 0.00 0.28
H -1.84236 -5.79839 -1.47216 0.00 0.00 0.00 0.54
H -4.26625 -6.12406 -1.12870 0.00 0.00 0.00 0.45
H -5.58840 -4.40791 0.06053 0.00 0.00 0.00 0.47
H -4.50570 -2.35991 0.88072 0.00 -0.01 0.00 0.40
H -2.68374 -0.81044 -1.63338 -0.01 0.00 -0.01 0.58
H -4.24065 1.02642 -2.17802 0.00 0.00 0.00 0.57
H -5.26671 2.34239 -0.35285 0.00 0.00 0.00 0.54
H -4.71407 1.84847 2.00155 0.00 0.00 0.00 0.56
H -3.09780 0.10363 2.55327 -0.01 -0.01 0.00 0.56
H 5.20290 1.25085 0.92379 0.00 0.01 0.00 0.54
H 6.65698 2.86816 -0.22048 0.00 0.00 0.00 0.47
H 5.67760 4.78019 -1.43797 0.00 0.00 0.00 0.44
H 3.22482 5.07869 -1.50372 0.00 0.00 0.00 0.48
H 1.75470 3.48970 -0.34376 0.01 0.01 0.00 0.22
H 3.61814 0.81632 3.54458 -0.02 0.01 0.02 0.50
H 4.72982 -1.23201 4.29601 0.00 0.00 0.00 0.48
H 4.90361 -3.18335 2.78827 0.00 0.00 0.00 0.47
H 3.97799 -3.05330 0.49896 0.00 0.00 0.00 0.52
H 2.88789 -0.99734 -0.28102 0.01 0.00 0.01 0.65
C 1.70280 -4.03068 -2.80936 0.00 -0.01 0.01 -1.63
C 1.49932 -3.47110 -4.21691 0.01 -0.01 0.00 1.98
C 2.86144 -3.43689 -4.92790 0.00 0.00 0.00 -1.67
C 0.53559 -4.39262 -4.98087 -0.01 0.00 0.00 -1.66
C 0.91203 -2.06450 -4.19471 -0.01 0.00 0.00 -0.38
C 0.73506 -1.37621 -5.41289 0.00 0.00 -0.02 -0.48
C 0.22952 -0.09702 -5.48321 0.00 0.00 -0.02 -1.36
C -0.12512 0.51980 -4.28830 0.00 0.02 0.01 1.36
S -0.74434 2.12827 -4.04083 -0.03 -0.01 -0.01 -0.29
C -0.80262 1.87514 -2.38144 0.00 0.04 0.03 0.58
N -0.39414 0.65588 -1.99135 -0.09 0.04 0.01 1.14
C 0.01773 -0.14620 -3.07478 0.00 -0.03 0.01 -0.78
C 0.54104 -1.43471 -3.01509 -0.01 0.02 0.01 0.34
C -1.23192 2.78428 -1.33600 -0.03 0.02 0.09 0.15
C -1.66738 4.08284 -1.56534 0.01 0.02 0.00 -0.37
C -2.03944 4.87829 -0.48998 0.00 0.00 0.00 -1.24
C -1.98567 4.37318 0.80098 0.00 0.00 0.00 -0.87
C -1.56413 3.06515 1.03494 -0.03 0.02 0.02 -0.86
C -1.18021 2.25637 -0.02419 -0.02 -0.12 0.16 1.59
H 2.14029 -5.02592 -2.87913 0.00 0.00 0.00 0.54
H 0.75716 -4.13198 -2.27077 -0.01 0.01 -0.01 0.01
H 2.38714 -3.41336 -2.22040 0.00 0.00 0.00 0.39
H 3.30103 -4.43434 -4.91872 0.00 0.00 0.00 0.45
H 3.55297 -2.75619 -4.42773 0.00 0.00 0.00 0.38
H 2.77539 -3.13122 -5.97014 0.00 0.01 0.00 0.37
H 0.94526 -5.40234 -5.01684 0.00 0.00 0.00 0.45
H 0.38515 -4.06257 -6.00888 0.00 0.00 0.00 0.40
H -0.43981 -4.43600 -4.49140 0.00 0.00 0.00 0.34
H 1.01383 -1.86514 -6.33608 0.00 0.00 0.00 0.56
H 0.11847 0.40663 -6.43393 0.00 0.00 0.00 0.47
H 0.66038 -1.93896 -2.06610 0.00 -0.01 0.01 -0.24
H -1.71433 4.47909 -2.57308 0.00 0.00 0.00 0.55
H -2.37387 5.89243 -0.66159 0.00 0.00 0.00 0.51
H -2.28017 4.99686 1.63502 0.00 0.00 0.00 0.54
H -1.54452 2.69320 2.05252 0.00 0.00 0.00 0.54
```
Positions in Å, forces in eV/Å.

Computed properties:
LUMO energy = -0.4112 Eh
Charge = +3
E = -72261.19453 eV
Kohn-Sham gap = 5.00 eV
ΔE to the lowest compared entry with this formula, charge and spin = 0.0 kJ/mol
HOMO level = -0.595 hartree